Here is a single C9H18P2 molecule at a distorted geometry from the OMol25 dataset. Energies are from ωB97M-V with the def2-TZVPD basis set.

The HOMO-LUMO gap is 7.2219 eV. The calculation puts the molar mass at 188.19 g/mol. Its structure (SMILES) is CC12CCCC(=[P@@H]1P)CCC2. As for the energy relative to the best compared isomer or geometry (same formula, charge and spin): 1.6350 eV.

Each line ends with the Mulliken charge.
Cartesian coordinates (Å):
1 C 1.602 -2.215 -0.399  -1.61
2 C 0.535 -1.097 -0.012  1.57
3 C -0.984 -1.132 -0.537  -1.20
4 C -1.958 0.111 -0.583  -0.70
5 C -1.358 1.597 -0.466  -0.73
6 C 0.073 1.909 0.021  -0.16
7 P 0.978 0.573 -0.687  -0.14
8 P 0.971 0.824 -2.993  -0.16
9 C 0.138 1.677 1.553  -1.22
10 C -0.387 0.209 2.009  -0.40
11 C 0.427 -1.015 1.456  -1.10
12 H 2.628 -2.199 -0.011  0.38
13 H 1.861 -2.387 -1.486  0.35
14 H 1.178 -3.261 -0.122  0.33
15 H -1.488 -1.976 -0.031  0.25
16 H -0.914 -1.361 -1.591  0.53
17 H -2.450 -0.090 -1.574  0.38
18 H -2.771 -0.043 0.172  0.31
19 H -1.628 1.996 -1.449  0.31
20 H -2.096 2.072 0.279  0.34
21 H 2.368 0.645 -0.487  0.24
22 H 0.630 2.182 -2.900  0.10
23 H 2.445 1.110 -2.670  0.12
24 H -0.412 2.378 2.052  0.61
25 H 1.212 1.867 1.810  0.32
26 H -1.429 0.103 1.741  0.18
27 H -0.409 0.340 3.097  0.42
28 H 1.339 -0.846 2.050  0.34
29 H -0.101 -1.969 1.758  0.34

---

Here is a single C2H4FNO molecule at a distorted geometry from the OMol25 dataset. Energies are from ωB97M-V with the def2-TZVPD basis set.

The HOMO-LUMO gap is 10.7198 eV. The calculation puts the molar mass at 77.06 g/mol. Its structure (SMILES) is NC(=O)CF. As for the energy relative to the best compared isomer or geometry (same formula, charge and spin): 2.1521 eV.

Each line ends with the Mulliken charge.
Cartesian coordinates (Å):
1 N 0.534 1.106 0.012  -0.37
2 C 0.587 -0.197 -0.037  0.41
3 O 1.745 -0.737 -0.356  -0.66
4 C -0.798 -0.834 0.164  -0.11
5 F -1.736 0.095 -0.441  -0.28
6 H 1.508 1.583 -0.237  0.28
7 H -0.210 1.832 0.001  0.25
8 H -0.804 -1.930 -0.537  0.25
9 H -0.826 -0.917 1.431  0.23

---

Here is a single C20H26N2O3S molecule from the OMol25 dataset. Energies are from ωB97M-V with the def2-TZVPD basis set.

The HOMO-LUMO gap is 9.5347 eV. The calculation puts the molar mass at 374.51 g/mol. Its structure (SMILES) is CCOCCCNC(=O)[C@@H](NC(=O)Cc1cccs1)c1ccc(C)cc1. As for the energy relative to the best compared isomer or geometry (same formula, charge and spin): 0.4900 eV.

Each line ends with the Mulliken charge.
Cartesian coordinates (Å):
1 C -6.064 -1.322 -1.135  -1.44
2 C -4.864 -0.476 -0.743  0.25
3 O -5.332 0.696 -0.111  -0.37
4 C -4.331 1.476 0.501  -0.37
5 C -3.540 2.338 -0.492  -0.29
6 C -2.474 3.188 0.203  -1.00
7 N -1.394 2.377 0.719  -0.11
8 C -0.225 2.245 0.068  0.44
9 O 0.111 2.898 -0.894  -0.68
10 C 0.656 1.128 0.692  0.21
11 N 0.165 -0.152 0.202  0.35
12 C -0.892 -0.789 0.721  0.73
13 O -1.587 -0.328 1.610  -0.74
14 C -1.164 -2.159 0.093  -0.90
15 C 0.040 -3.033 0.160  0.32
16 C 0.413 -3.873 1.161  -0.71
17 C 1.649 -4.515 0.918  -0.46
18 C 2.207 -4.151 -0.262  -0.53
19 S 1.229 -3.020 -1.111  -0.12
20 C 2.105 1.299 0.341  0.27
21 C 2.523 1.201 -0.981  -0.43
22 C 3.855 1.367 -1.305  -1.06
23 C 4.802 1.635 -0.323  1.07
24 C 6.241 1.832 -0.691  -1.44
25 C 4.377 1.737 0.994  -0.93
26 C 3.044 1.572 1.324  -0.61
27 H -5.735 -2.233 -1.628  0.38
28 H -6.705 -0.761 -1.810  0.34
29 H -6.639 -1.581 -0.250  0.34
30 H -4.275 -0.226 -1.639  0.24
31 H -4.212 -1.032 -0.051  0.05
32 H -3.651 0.825 1.069  0.26
33 H -4.863 2.126 1.202  0.27
34 H -3.050 1.701 -1.231  0.21
35 H -4.237 2.991 -1.019  0.32
36 H -2.920 3.751 1.028  0.36
37 H -2.030 3.885 -0.512  0.41
38 H -1.634 1.674 1.409  0.32
39 H 0.515 1.147 1.780  0.41
40 H 0.689 -0.574 -0.551  -0.02
41 H -1.470 -2.004 -0.944  0.36
42 H -1.989 -2.615 0.642  0.41
43 H -0.178 -4.033 2.045  0.46
44 H 2.099 -5.217 1.597  0.41
45 H 3.130 -4.474 -0.698  0.45
46 H 1.802 1.019 -1.763  0.46
47 H 4.167 1.293 -2.337  0.37
48 H 6.882 1.752 0.184  0.36
49 H 6.556 1.095 -1.427  0.36
50 H 6.381 2.821 -1.127  0.28
51 H 5.097 1.948 1.773  0.34
52 H 2.733 1.657 2.356  0.39